(1)
C32H51ClN7O2PPbS3SeSi | wB97M-V/def2-TZVPD

Calculated values
- ΔE to the lowest compared entry with this formula, charge and spin: 46.1 kJ/mol
- Orbital gap: 7.3 eV
- Calculated total energy: -6663.8734 a.u.
- F_max: 0.6 eV Å⁻¹
- Net charge: 0
- LUMO energy: 0.44 eV

Cartesian coordinates (Å):
Pb1 0.999 -0.424 -0.610
N1 0.620 -0.906 -3.240
C1 1.283 -0.031 -4.214
C2 0.560 1.303 -4.375
C3 0.673 2.232 -3.168
N2 0.074 1.634 -1.974
H1 0.982 -1.850 -3.303
H2 -0.385 -0.938 -3.388
H3 1.354 -0.511 -5.198
H4 2.303 0.147 -3.860
H5 -0.501 1.110 -4.569
H6 0.969 1.817 -5.247
H7 0.183 3.182 -3.422
H8 1.726 2.453 -2.971
H9 -0.889 1.367 -2.187
H10 0.029 2.325 -1.229
N3 4.744 -1.646 -1.248
C4 4.649 -0.267 -1.099
C5 5.869 0.419 -0.997
C6 5.866 1.782 -0.810
C7 4.651 2.448 -0.725
C8 3.504 1.700 -0.858
N4 3.485 0.376 -1.054
C9 3.861 -2.715 -1.260
C10 4.437 -3.990 -1.125
C11 3.630 -5.102 -1.141
C12 2.259 -4.933 -1.308
C13 1.782 -3.649 -1.448
N5 2.554 -2.556 -1.430
H11 5.693 -1.956 -1.132
H12 6.802 -0.129 -1.046
H13 6.799 2.321 -0.710
H14 4.590 3.507 -0.526
H15 2.537 2.181 -0.772
H16 5.507 -4.087 -0.986
H17 4.053 -6.090 -1.025
H18 1.582 -5.776 -1.310
H19 0.717 -3.469 -1.559
Cl1 -6.126 -1.768 -3.355
C14 -5.131 -0.764 -2.356
C15 -5.441 -0.576 -1.019
C16 -4.581 0.189 -0.253
C17 -3.453 0.732 -0.848
N6 -3.190 0.587 -2.144
C18 -4.012 -0.147 -2.887
H20 -6.325 -1.031 -0.594
H21 -4.769 0.349 0.800
H22 -2.725 1.281 -0.257
H23 -3.773 -0.249 -3.940
S1 2.702 -1.416 1.647
C19 1.635 -1.392 2.957
N7 0.395 -1.934 2.851
C20 -0.513 -1.930 3.844
C21 -0.211 -1.403 5.062
C22 1.062 -0.825 5.236
C23 1.966 -0.823 4.210
H24 0.084 -2.253 1.922
H25 -1.478 -2.355 3.603
H26 -0.937 -1.405 5.861
H27 1.314 -0.355 6.178
H28 2.938 -0.363 4.298
C24 0.132 2.696 4.917
C25 -1.042 3.331 4.188
C26 -2.271 2.433 4.202
O1 -0.747 3.720 2.830
P1 0.298 3.053 1.795
S2 2.153 3.581 2.153
S3 -0.175 1.097 1.600
O2 -0.240 3.738 0.429
C27 -0.833 5.029 0.178
C28 -2.337 4.944 0.387
C29 -0.187 6.143 0.988
H29 -0.139 2.532 5.961
H30 1.007 3.342 4.874
H31 0.387 1.738 4.460
H32 -1.287 4.278 4.678
H33 -2.074 1.522 3.637
H34 -3.123 2.945 3.752
H35 -2.523 2.170 5.230
H36 -0.630 5.199 -0.884
H37 -2.551 4.709 1.429
H38 -2.762 4.161 -0.241
H39 -2.802 5.897 0.128
H40 -0.514 6.087 2.025
H41 -0.469 7.112 0.575
H42 0.897 6.045 0.959
C30 -2.134 -4.117 -2.751
Si1 -2.417 -3.958 -0.882
C31 -4.273 -3.841 -0.543
C32 -1.769 -5.514 -0.019
Se1 -1.416 -2.089 -0.042
H43 -2.982 -4.633 -3.208
H44 -1.230 -4.688 -2.974
H45 -2.048 -3.134 -3.217
H46 -4.750 -4.818 -0.659
H47 -4.761 -3.144 -1.226
H48 -4.446 -3.491 0.476
H49 -2.172 -6.417 -0.485
H50 -2.075 -5.510 1.029
H51 -0.679 -5.573 -0.042

Atomic forces in eV per Å
Pb -0.17 -0.20 0.04
N -0.04 -0.09 -0.12
C -0.02 0.02 -0.07
C 0.10 -0.08 0.34
C -0.11 0.02 -0.29
N -0.10 0.38 -0.03
H -0.06 -0.01 -0.05
H 0.03 -0.06 -0.03
H 0.03 0.02 0.03
H 0.01 -0.01 -0.04
H -0.01 0.03 -0.10
H -0.06 -0.01 -0.03
H 0.09 -0.02 0.02
H -0.02 -0.03 0.01
H -0.06 -0.01 0.15
H -0.17 0.08 0.12
N 0.06 0.05 0.05
C -0.05 0.26 -0.02
C 0.06 0.03 0.02
C -0.07 -0.11 0.01
C -0.02 0.04 0.02
C -0.01 0.13 0.08
N 0.35 -0.32 -0.18
C -0.20 -0.30 -0.08
C 0.07 0.00 0.06
C -0.05 0.13 -0.04
C -0.02 -0.05 0.04
C -0.08 -0.14 -0.01
N 0.35 0.21 -0.12
H 0.05 -0.02 -0.02
H -0.01 0.00 -0.01
H 0.02 -0.02 -0.01
H -0.05 0.01 -0.01
H -0.04 0.02 0.04
H 0.00 0.01 0.00
H 0.04 0.01 0.01
H -0.02 0.03 -0.04
H 0.01 0.03 0.04
Cl -0.05 -0.01 -0.09
C 0.02 0.15 0.12
C 0.00 0.04 0.00
C -0.04 0.00 0.02
C -0.03 -0.04 -0.04
N 0.36 0.16 -0.06
C 0.01 -0.03 0.01
H 0.01 -0.03 0.00
H 0.02 -0.02 0.01
H -0.03 0.02 -0.02
H -0.03 -0.04 0.02
S 0.20 -0.19 0.09
C 0.09 -0.07 0.01
N 0.11 0.14 -0.07
C -0.20 0.02 0.19
C 0.03 0.05 0.05
C 0.03 -0.04 -0.15
C -0.11 0.01 0.08
H 0.00 -0.06 0.09
H 0.03 0.00 -0.09
H -0.05 -0.02 -0.05
H 0.03 -0.04 0.01
H -0.01 0.01 0.03
C 0.01 0.11 -0.18
C -0.02 -0.15 0.21
C 0.04 0.11 -0.10
O 0.05 -0.05 -0.06
P -0.11 0.12 -0.06
S -0.21 -0.25 -0.09
S -0.08 0.54 0.16
O 0.01 -0.38 -0.18
C -0.05 0.19 0.19
C 0.14 -0.08 -0.02
C 0.03 -0.14 -0.07
H -0.05 -0.01 0.00
H 0.03 -0.02 0.02
H 0.02 0.02 0.03
H 0.02 -0.01 -0.04
H 0.01 -0.02 0.01
H 0.00 -0.02 0.00
H -0.02 0.02 0.01
H 0.03 -0.03 0.04
H -0.02 0.04 -0.01
H -0.03 0.01 -0.02
H -0.02 0.00 0.00
H 0.06 0.05 0.03
H -0.06 -0.01 -0.01
H 0.00 0.05 0.03
C -0.10 -0.02 0.24
Si 0.18 0.27 0.19
C 0.23 -0.09 -0.09
C -0.11 0.16 -0.14
Se -0.31 -0.41 -0.02
H 0.04 -0.04 -0.04
H 0.03 0.02 -0.01
H -0.02 0.02 0.02
H 0.00 -0.01 -0.02
H 0.07 -0.08 0.03
H 0.01 -0.01 0.02
H -0.02 -0.01 0.00
H 0.00 0.01 0.01
H 0.01 0.05 -0.03

***

(2)
C32H51N2NiO2P2 | wB97M-V/def2-TZVPD

Calculated values
- ⟨S²⟩: 2.052
- Orbital gap (alpha / beta): 6.8 / 5.9 eV
- Calculated total energy: -3700.6756 a.u.
- F_max: 4.5 eV Å⁻¹
- Net charge: +1
- LUMO energy (alpha / beta): -2.53 / -4.48 eV
- Multiplicity: 3

Cartesian coordinates (Å):
C1 1.901 1.833 1.328
C2 0.101 2.466 -0.119
C3 2.418 3.120 1.342
C4 0.690 3.751 -0.228
C5 1.830 4.071 0.532
H1 3.301 3.327 1.956
H2 0.232 4.468 -0.904
H3 2.229 5.116 0.495
N1 0.768 1.566 0.685
P1 2.016 -0.964 1.323
P2 -2.074 0.814 0.033
C6 2.582 0.645 2.044
H4 3.688 0.762 2.006
H5 2.314 0.652 3.123
C7 -1.075 2.056 -0.725
H6 -1.505 2.695 -1.553
C8 -3.309 0.052 -1.243
C9 -3.026 1.986 1.180
C10 3.267 -1.177 -0.145
C11 2.387 -2.211 2.677
C12 -2.895 -1.396 -1.556
H7 -2.818 -2.021 -0.654
H8 -3.651 -1.840 -2.222
H9 -1.939 -1.457 -2.077
C13 -4.736 -0.013 -0.687
H10 -4.789 -0.617 0.227
H11 -5.159 0.980 -0.503
H12 -5.373 -0.504 -1.438
C14 -3.304 0.854 -2.536
H13 -4.045 0.401 -3.218
H14 -3.612 1.897 -2.405
H15 -2.328 0.840 -3.038
C15 -3.983 1.182 2.092
H16 -3.530 0.232 2.415
H17 -4.163 1.789 2.994
H18 -4.950 0.986 1.610
C16 -2.020 2.709 2.085
H19 -1.419 1.996 2.668
H20 -1.354 3.372 1.524
H21 -2.596 3.330 2.788
C17 -3.790 3.018 0.301
H22 -3.617 2.925 -0.778
H23 -4.870 2.944 0.480
H24 -3.472 4.029 0.585
C18 2.186 -3.632 2.134
H25 2.162 -4.337 2.980
H26 1.233 -3.739 1.595
H27 3.006 -3.952 1.480
C19 1.381 -1.994 3.828
H28 1.407 -0.976 4.213
H29 0.366 -2.228 3.526
H30 1.647 -2.665 4.646
C20 3.794 -2.057 3.276
H31 3.813 -2.574 4.246
H32 4.572 -2.521 2.666
H33 4.065 -1.013 3.466
C21 3.201 0.014 -1.084
H34 4.026 -0.086 -1.829
H35 2.269 0.035 -1.668
H36 3.318 0.993 -0.579
C22 2.848 -2.431 -0.923
H37 1.817 -2.334 -1.303
H38 3.523 -2.526 -1.788
H39 2.917 -3.357 -0.335
C23 4.716 -1.289 0.349
H40 5.002 -0.456 1.006
H41 4.933 -2.247 0.840
H42 5.356 -1.235 -0.543
Ni1 -0.089 -0.466 0.620
C24 -1.008 -0.755 2.112
O1 -1.530 -0.854 3.080
N2 0.086 -0.615 -1.399
C25 -0.057 0.295 -2.164
C26 0.192 0.891 -3.451
C27 0.471 -0.140 -4.348
C28 0.232 2.238 -3.846
C29 0.724 0.122 -5.663
H43 0.463 -1.173 -3.973
C30 0.509 2.506 -5.188
H44 0.060 3.018 -3.123
C31 0.751 1.459 -6.097
H45 0.915 -0.691 -6.372
H46 0.551 3.558 -5.528
H47 0.957 1.702 -7.145
C32 -1.926 -4.189 1.979
O2 -1.630 -3.651 0.706
H48 -2.508 -3.442 2.558
H49 -0.986 -4.394 2.550
H50 -2.522 -5.130 1.922
H51 -1.532 -4.346 0.108

Atomic forces in eV per Å
C -0.82 -0.96 0.14
C 2.81 0.63 1.38
C 0.79 0.18 0.29
C 0.23 -0.09 -0.14
C -0.63 1.18 -0.56
H -0.35 0.07 -0.37
H 0.13 0.08 0.22
H -0.36 -1.16 -0.01
N -0.31 -0.53 -0.42
P 0.96 -0.20 -0.88
P -1.01 -0.76 0.22
C 0.06 0.72 0.22
H -0.73 -0.01 -0.02
H 0.05 0.08 -0.58
C -1.49 1.23 -2.26
H 0.60 -0.56 1.06
C 0.30 0.27 0.14
C -0.27 -0.26 -0.48
C -0.24 -0.44 1.17
C 0.25 0.10 0.13
C 0.09 -0.25 0.01
H -0.04 0.23 -0.21
H 0.10 0.16 0.22
H -0.19 -0.01 0.09
C -0.14 0.04 -0.02
H -0.01 0.15 -0.22
H 0.06 -0.26 0.00
H 0.20 0.12 0.16
C -0.33 0.05 -0.56
H 0.32 0.13 0.11
H 0.08 -0.19 -0.02
H -0.33 -0.01 0.08
C 0.00 0.13 0.11
H -0.32 0.34 -0.07
H -0.07 -0.27 -0.23
H 0.43 0.03 0.30
C -0.03 0.04 0.16
H -0.09 0.22 -0.09
H -0.18 -0.13 0.25
H 0.21 -0.16 -0.15
C -0.10 0.32 0.41
H -0.10 -0.02 0.41
H 0.24 0.11 -0.10
H -0.17 -0.12 -0.10
C -0.02 -0.28 0.15
H 0.02 0.19 -0.17
H 0.20 0.09 0.05
H -0.19 0.11 0.19
C 0.09 -0.06 -0.37
H -0.05 0.09 0.08
H 0.00 -0.05 0.00
H 0.01 0.01 -0.01
C 0.15 -0.27 0.30
H 0.03 0.11 -0.17
H -0.19 0.18 0.14
H -0.03 -0.18 -0.03
C -0.02 0.66 -0.69
H -0.46 0.12 0.51
H 0.46 0.05 0.39
H 0.07 -0.49 -0.27
C 0.04 -0.14 -0.24
H 0.38 -0.06 0.17
H -0.18 -0.08 0.14
H 0.02 0.42 -0.31
C 0.14 -0.22 -0.36
H -0.02 -0.31 -0.13
H -0.11 0.37 -0.17
H 0.02 -0.02 0.24
Ni -0.05 0.60 0.07
C 2.01 -0.73 -2.50
O -2.39 -0.17 3.85
N -0.94 3.32 -2.07
C 1.42 -2.91 1.96
C 0.01 0.14 -0.11
C -0.17 -0.91 0.17
C -0.03 -0.93 -0.18
C 0.33 0.72 -1.27
H -0.02 0.53 -0.28
C 0.16 0.18 -0.21
H -0.02 0.15 -0.05
C -0.16 0.20 0.31
H -0.06 0.37 0.34
H -0.03 -0.81 0.20
H -0.08 -0.15 0.45
C 0.00 -0.35 0.98
O -0.33 1.69 1.30
H 0.30 -0.43 -0.42
H -0.64 0.04 -0.34
H 0.39 0.65 0.01
H 0.30 -1.66 -1.49